1.
Entry from the Open Molecules 2025 dataset: a structure of composition C17H17Br2N3O2PtS at a distorted geometry (ωB97M-V with the def2-TZVPD basis set).

Cartesian coordinates (Å):
Pt  0.3386  0.2434  -0.8521
Br  2.9972  6.7526  -1.4976
Br  4.9982  1.6781  -2.5509
S  -1.7894  -0.4332  -0.7463
O  1.2737  -1.6031  -1.1855
O  2.2567  0.8215  -1.2890
N  -2.5892  -1.9058  1.1929
N  -0.8214  -2.9057  -0.2045
N  0.2466  2.1977  -0.4802
C  -4.0423  -3.2615  2.5389
C  2.5945  4.8696  -1.4629
C  -0.4260  -5.2662  -0.3239
C  1.2791  2.9288  -1.1119
C  1.3279  4.3225  -1.1204
C  -1.1899  -4.0988  0.2812
C  3.6942  4.0818  -1.8109
C  -2.1157  -4.2771  1.3317
C  -0.8180  4.3522  -0.0633
C  0.1401  5.0753  -0.7867
C  -1.6164  -1.8924  0.2779
C  -1.3666  2.4815  1.4170
C  -0.6533  2.9359  0.1978
C  -2.8759  -3.1392  1.6877
C  2.4203  2.0951  -1.4620
C  2.3823  -1.8081  -0.1866
C  3.6014  2.6766  -1.8995
H  -4.2453  -2.3016  3.0773
H  -1.1174  -5.9772  -0.7533
H  4.6520  4.5574  -2.0365
H  0.1519  -5.6777  0.5509
H  2.1211  -1.3688  0.8212
H  -1.6970  4.9136  0.3880
H  0.5303  -2.2350  -0.9235
H  3.3120  -1.3945  -0.6032
H  2.6009  -2.8744  -0.0455
H  -1.7420  3.4023  1.9943
H  -2.2202  1.9922  0.9954
H  0.1117  6.1039  -1.1186
H  0.1694  -4.9076  -1.1667
H  -4.9352  -3.6020  1.9663
H  -2.3896  -5.2649  1.6908
H  -3.8014  -4.1026  3.2196
H  -0.7477  1.8154  2.0526

As for the maximum force: 0.0681 Eh/bohr. Its HOMO energy (alpha / beta) is -12.773 / -15.281 eV. Its energy above the lowest of the compared OMol25 structures with the same formula, charge and spin is 2.3072 eV. The net charge is +2. The calculation puts the LUMO energy (alpha / beta) at -0.245 / -0.388 Eh. As for the spin multiplicity: 5. Its orbital gap (alpha / beta) is 6.108 / 4.712 eV.

Atom charges from the Löwdin analysis, given in e for atoms 1 to 6: 1.03, 0.90, 1.02, 0.84, -0.31, -0.14

2.
Entry from the Open Molecules 2025 dataset: the molecule C5H11NS at a distorted geometry (ωB97M-V with the def2-TZVPD basis set).

Cartesian coordinates (Å):
S  -2.3754  -0.6364  1.6294
N  -0.6676  -0.2683  1.5382
C  -0.3741  0.6242  0.4562
C  0.7533  0.0954  -0.6046
C  0.5860  0.7385  -1.8964
C  0.6628  -1.4803  -0.8100
C  -0.1638  0.9896  1.8714
H  0.5953  1.8256  -1.9080
H  1.6898  0.2566  0.0734
H  -2.3919  -1.5507  2.6834
H  -0.8310  1.7366  2.3264
H  -0.3158  0.3424  -2.2661
H  1.6038  -2.0154  -0.9121
H  0.8517  1.1504  2.1779
H  0.1279  -1.7503  -1.6429
H  0.0863  -1.7350  0.0841
H  1.3431  0.5279  -2.6053
H  -1.1805  1.1491  -0.1950

As for the maximum force: 0.0911 Eh/bohr. Its HOMO energy is -8.803 eV. Its energy above the lowest of the compared OMol25 structures with the same formula, charge and spin is 2.5726 eV. The net charge is 0. The calculation puts the LUMO energy at 0.031 Eh. Its orbital gap is 9.657 eV.

Atom charges from the natural (NBO) analysis, given in e for atoms 1 to 6: 0.13, -0.54, -0.08, -0.20, -0.62, -0.62

3.
Entry from the Open Molecules 2025 dataset: the molecule C4H11N3 at a distorted geometry (ωB97M-V with the def2-TZVPD basis set).

Cartesian coordinates (Å):
N  1.9170  -0.6891  -0.6279
N  -1.5447  1.2278  -0.7854
N  1.5233  1.3366  0.4382
C  0.9608  0.1844  -0.1195
C  -0.6803  -1.7398  0.2114
C  -0.2396  -0.3110  0.3629
C  -1.3669  0.6739  0.5607
H  -1.0938  1.4594  1.2771
H  -0.8198  -2.1751  1.2087
H  0.0288  -2.3649  -0.3346
H  -2.2491  0.7037  -1.3053
H  2.1468  -1.4489  0.0032
H  2.1331  1.7915  -0.2351
H  0.8308  2.0099  0.7470
H  2.8038  -0.2476  -0.8493
H  -1.6275  -1.8126  -0.3305
H  -2.2789  0.1791  0.9139
H  -0.4437  1.2230  -1.1356

As for the maximum force: 0.0904 Eh/bohr. Its HOMO energy is -7.211 eV. Its energy above the lowest of the compared OMol25 structures with the same formula, charge and spin is 2.7947 eV. The net charge is 0. The calculation puts the LUMO energy at 0.031 Eh. Its orbital gap is 8.062 eV.

Atom charges from the natural (NBO) analysis, given in e for atoms 1 to 6: -0.84, -0.86, -0.81, 0.26, -0.64, -0.08

4.
Entry from the Open Molecules 2025 dataset: a structure of composition C42H46N9P2Se2Ti at a distorted geometry (ωB97M-V with the def2-TZVPD basis set).

Cartesian coordinates (Å):
Se  0.1157  -2.6907  0.8962
Se  6.4125  -0.7646  3.1811
Ti  -0.9318  0.8778  -0.3409
P  6.1940  -1.7675  1.3361
P  2.1784  -3.1457  1.2830
N  2.4702  -0.7234  0.1978
N  -2.0919  1.7080  -2.0106
N  0.0464  -0.5930  -1.5831
N  0.5780  2.1823  -1.2557
N  3.3120  0.2160  -0.2040
N  4.5412  -0.1308  0.0748
N  -2.4393  -0.3443  0.2884
N  0.5393  0.8249  1.1167
N  -1.9267  2.1979  0.8804
C  -0.0805  3.1595  -2.1942
C  6.7466  -6.3078  1.6405
C  -4.3667  -1.8763  1.5666
C  3.7156  -3.7926  3.4821
C  7.5932  0.1327  -0.1028
C  -1.6155  3.1132  -2.1827
C  -3.6953  2.3547  2.4744
C  6.3836  -3.5613  1.4460
C  8.8313  -1.6778  -1.8089
C  3.9238  -4.1290  4.8081
C  1.4908  1.2834  -2.0504
C  1.3367  -3.7025  3.8754
C  -4.1437  -0.5569  1.9419
C  6.1915  -5.7645  0.4892
C  3.0437  -6.8730  -0.0749
C  2.7030  -4.5192  0.2539
C  2.9652  -4.2866  -1.0953
C  9.0106  -0.3168  -1.9931
C  6.0045  -4.3927  0.3915
C  8.4066  0.5862  -1.1268
C  4.5284  -1.3391  0.6842
C  6.9583  -4.1069  2.5901
C  -2.7036  -1.6037  -0.0993
C  -2.4269  4.2965  1.9326
C  -3.1819  0.1860  1.2931
C  2.4240  -3.5816  3.0108
C  2.8424  -4.2577  5.6682
C  1.4144  2.8177  -0.1646
C  1.5519  -4.0411  5.2044
C  8.0120  -2.1403  -0.7858
C  3.1809  -1.7182  0.7953
C  2.7386  -5.8108  0.7655
C  1.2469  2.1319  1.2188
C  3.2794  -5.3486  -1.9270
C  -2.9268  1.6240  1.5881
C  7.1319  -5.4805  2.6879
C  7.3663  -1.2349  0.0545
C  -3.6477  -2.4006  0.5120
C  -1.6961  3.5092  1.0730
C  0.7535  0.1186  -2.6817
C  -3.4526  3.7064  2.6500
C  3.3157  -6.6433  -1.4151
H  2.4617  2.7639  -0.4545
H  9.3338  -2.3862  -2.4554
H  2.0211  1.8606  -2.8093
H  8.5774  1.6485  -1.2459
H  -3.0893  1.7200  -1.8171
H  0.0345  0.4192  -3.4467
H  0.2537  2.9340  -3.2053
H  9.6337  0.0417  -2.8033
H  -2.1993  5.3484  2.0357
H  -0.8849  3.9448  0.5086
H  0.6845  2.7781  1.8885
H  -0.4209  -1.4172  -1.9484
H  1.2601  0.0697  0.8452
H  2.5326  -5.9870  1.8146
H  7.8924  -3.2039  -0.6477
H  3.5604  -7.4728  -2.0671
H  3.0059  -4.5286  6.7040
H  -1.9824  1.2067  -2.8881
H  2.9370  -3.2749  -1.4867
H  1.4951  -0.5137  -3.1676
H  2.2333  1.9856  1.6513
H  -2.0311  3.7025  -1.3741
H  -4.0609  4.2919  3.3273
H  4.9319  -4.2882  5.1686
H  0.2415  4.1773  -1.9798
H  -3.7938  -3.4172  0.1743
H  0.7634  -0.9861  -0.9451
H  0.7098  -4.1354  5.8781
H  -2.1353  -1.9927  -0.9274
H  2.2355  0.8625  -1.3735
H  -4.4871  1.8742  3.0294
H  6.8842  -7.3797  1.7187
H  -5.1036  -2.4762  2.0846
H  5.5711  -3.9685  -0.5073
H  4.5579  -3.6961  2.8179
H  7.2559  -3.4482  3.3974
H  7.1276  0.8308  0.5784
H  3.0701  -7.8811  0.3189
H  0.3337  -3.5370  3.5082
H  5.9072  -6.4069  -0.3346
H  7.5744  -5.9050  3.5802
H  0.2276  0.5413  2.0431
H  -4.7247  -0.1168  2.7393
H  1.1688  3.8750  -0.0787
H  -1.9711  3.5509  -3.1133
H  3.4955  -5.1710  -2.9728

As for the maximum force: 0.0415 Eh/bohr. Its HOMO energy (alpha / beta) is -10.948 / -10.948 eV. Its energy above the lowest of the compared OMol25 structures with the same formula, charge and spin is 2.2068 eV. The net charge is +2. The calculation puts the LUMO energy (alpha / beta) at -0.238 / -0.248 Eh. As for the spin multiplicity: 2. Its orbital gap (alpha / beta) is 4.463 / 4.189 eV.

Atom charges from the Löwdin analysis, given in e for atoms 1 to 6: 0.44, 0.29, 1.04, 0.53, 0.66, -0.13

- Which of these has the lowest energy above the lowest of the compared OMol25 structures with the same formula, charge and spin?
  C42H46N9P2Se2Ti

- net charge of number 4 (C42H46N9P2Se2Ti)?
  +2

- Which formula does entry 2 have?
  C5H11NS